C31H25ClInN8O8S4Sb as an isolated structure at a distorted geometry. Source: the OMol25 dataset; level of theory: ωB97M-V/def2-TZVPD.

Structure (XYZ):
```
79
Properties=species:S:1:pos:R:3:forces:R:3
Sb 6.0892 -1.9685 -0.4849 0.01 0.03 -0.06
In 1.0689 0.5453 0.1754 -0.36 0.00 0.16
Cl 1.8566 0.4580 -4.8567 0.01 0.07 -0.16
S 3.5628 -0.2905 -1.6603 0.64 0.13 0.68
S 5.4474 -0.6221 -2.5288 -0.03 -0.12 -0.07
S 4.2947 -0.4602 0.4047 0.00 -0.17 -0.35
S 5.1420 -4.0083 -0.7836 0.04 0.00 0.06
O 0.3652 0.4449 -4.9447 -0.03 0.01 0.01
O 0.7877 7.2602 -3.9107 0.03 0.02 0.00
O 3.2633 1.1426 -1.8373 -0.16 0.12 -0.18
O -0.0688 -7.4708 1.0453 0.51 -0.30 0.00
O 2.3838 0.2652 -6.2198 -0.04 0.01 0.02
O -1.2531 0.9058 0.9375 0.33 0.25 0.06
O 1.1659 8.5922 -2.2792 -0.02 0.01 0.00
O 2.2451 -0.7108 -4.0360 -0.13 -0.10 -0.11
N -0.7608 -0.7321 -1.1705 -0.05 -0.05 0.08
N 0.7524 -0.5797 3.1123 0.18 -0.13 0.04
N -4.6718 -4.4869 0.0340 -0.02 0.78 0.60
N 0.4720 1.4410 4.5280 0.17 0.33 -0.32
N 1.0145 7.4728 -2.7377 -0.01 -0.05 0.01
N 1.5605 3.3245 1.0217 -0.07 0.01 0.01
N 0.5048 2.7048 -1.3782 -0.03 -0.07 -0.01
N -4.8589 -3.2436 0.1700 -0.09 -0.67 -0.76
C -0.5074 -1.4895 -2.2137 -0.06 0.05 -0.05
C -1.5350 -5.7485 1.6241 0.07 -0.18 -0.12
C -0.5357 2.3993 4.0959 -0.07 0.01 -0.01
C -1.1729 -6.7578 0.7261 -0.38 0.34 0.12
C -1.4201 -2.4692 -2.6432 -0.03 0.01 -0.02
C -2.5517 -2.6944 -1.9106 0.07 -0.18 0.20
C 0.7586 4.9732 -2.1868 0.00 -0.02 0.04
C -2.0954 -0.0053 0.6800 -0.10 -0.13 -0.07
C 1.1207 6.3220 -1.8073 -0.01 0.10 0.01
C 0.6539 0.3616 3.7725 -0.34 -0.27 0.31
C 0.0736 2.3346 -2.5608 0.05 0.00 0.02
C -2.7774 -1.9913 -0.7036 -0.05 -0.24 0.02
C 0.8874 1.4378 5.9131 -0.05 -0.04 -0.01
C 1.7495 5.6394 0.4177 -0.02 0.03 -0.01
C 2.4411 4.9088 2.5875 0.00 0.01 -0.03
C -3.0872 -6.2136 -0.6125 0.00 0.05 -0.29
C -1.8697 -0.9501 -0.4199 -0.01 0.10 0.03
C 0.5464 -8.2054 0.0008 -0.15 0.05 0.05
C 2.2668 5.9288 1.6930 0.00 -0.01 0.02
C 1.4017 4.3142 0.1247 0.00 -0.02 0.01
C 2.0762 3.6098 2.1918 0.04 -0.02 0.00
C -1.9521 -6.9876 -0.3964 -0.04 0.01 -0.01
C -3.4274 -5.1831 0.2424 0.05 0.84 -0.28
C -4.1849 -1.1932 1.0863 -0.08 -0.12 0.14
C -2.6432 -4.9695 1.3824 -0.10 0.23 -0.13
C -3.3120 -0.1555 1.3714 0.04 0.08 -0.03
C 0.2936 4.5416 -3.4507 -0.01 -0.02 -0.01
C 0.8703 3.9834 -1.1851 -0.02 0.03 0.00
C -3.9174 -2.1798 0.1529 0.29 -0.54 0.32
C -0.0246 3.2253 -3.6386 -0.04 0.06 0.00
C 1.5742 6.6428 -0.5757 0.03 -0.07 -0.03
H 1.4900 -8.5630 0.3954 0.07 -0.07 0.06
H -0.0719 -9.0574 -0.3069 0.07 0.04 0.02
H 1.8205 7.6699 -0.3520 0.01 0.00 0.00
H -1.6865 -7.7567 -1.1078 -0.03 0.01 -0.01
H 1.6614 0.6878 6.0562 0.01 0.00 0.01
H -0.7274 2.2612 3.0314 -0.02 -0.03 -0.01
H -3.5420 0.5687 2.1435 -0.02 -0.02 0.01
H -0.1972 1.2944 -2.6890 0.02 0.00 -0.04
H -1.4759 2.2575 4.6403 0.00 -0.01 0.01
H -5.0965 -1.3084 1.6644 -0.01 0.03 -0.01
H -3.2955 -3.3951 -2.2625 -0.02 -0.21 0.09
H -2.8993 -4.1743 2.0696 -0.03 0.06 -0.02
H 1.2938 2.4168 6.1766 -0.01 0.00 0.00
H 2.5266 6.9507 1.9437 0.02 0.00 -0.01
H -3.6977 -6.3857 -1.4917 -0.02 -0.02 0.04
H -0.3356 2.8427 -4.5999 0.00 -0.03 0.00
H -0.1762 3.4162 4.2710 0.01 -0.01 0.01
H -1.2251 -3.0108 -3.5588 0.00 0.03 -0.01
H 0.0498 1.2157 6.5847 0.00 -0.01 0.00
H 0.7457 -7.5657 -0.8614 -0.04 0.01 -0.03
H 2.8534 5.0825 3.5724 0.00 -0.01 0.00
H 0.4071 -1.2933 -2.7671 0.01 -0.02 -0.02
H 2.2180 2.7689 2.8652 -0.02 0.01 0.01
H 0.2034 5.2396 -4.2630 0.02 -0.01 -0.01
H -0.9058 -5.5749 2.4875 -0.01 0.00 0.00
```
Positions in Å, forces in eV/Å.

Energy above the lowest of the compared OMol25 structures with the same formula, charge and spin in kcal/mol: 56.41
Max |F| in eV/Å: 1.016
LUMO level in Ha: 0.086
HOMO level in eV: -2.097
Gap between HOMO and LUMO in eV: 4.430
Calculated total energy in hartree: -4719.40583
Charge: -2